{"formula": "C32H35I2KN4O5", "method": "wB97M-V/def2-TZVPD", "elements": ["K", "I", "C", "C", "C", "I", "C", "O", "C", "C", "N", "C", "C", "C", "C", "C", "C", "N", "C", "H", "H", "H", "H", "H", "H", "H", "H", "H", "H", "H", "N", "C", "C", "C", "C", "N", "H", "H", "H", "H", "H", "H", "H", "H", "H", "H", "H", "H", "C", "C", "O", "C", "C", "C", "C", "C", "C", "O", "H", "H", "H", "H", "H", "H", "H", "O", "C", "O", "C", "C", "C", "C", "C", "C", "H", "H", "H", "H", "H"], "positions_angstrom": [[-0.385, -0.312, -0.271], [-0.348, 8.665, -0.750], [-0.278, 6.573, -0.778], [-1.345, 5.849, -1.290], [-1.282, 4.471, -1.295], [-2.873, 3.354, -2.056], [-0.166, 3.719, -0.796], [-0.138, 2.455, -0.800], [0.914, 4.529, -0.290], [2.131, 3.820, 0.250], [1.869, 2.896, 1.351], [1.238, 3.527, 2.492], [0.791, 2.500, 3.503], [0.583, 2.843, 4.837], [0.135, 1.870, 5.713], [-0.094, 0.589, 5.233], [0.133, 0.336, 3.888], [0.570, 1.272, 3.046], [0.836, 5.907, -0.281], [-2.219, 6.351, -1.681], [2.864, 4.565, 0.582], [2.592, 3.232, -0.548], [1.239, 2.182, 0.999], [0.352, 4.123, 2.213], [1.950, 4.223, 2.952], [0.776, 3.858, 5.167], [-0.033, 2.106, 6.758], [-0.450, -0.204, 5.879], [-0.041, -0.639, 3.443], [1.669, 6.474, 0.122], [2.277, 1.216, -2.362], [2.761, -0.165, -2.411], [4.198, -0.273, -1.915], [4.374, 0.055, -0.433], [3.591, -0.874, 0.503], [2.305, -0.290, 0.876], [1.738, 1.398, -1.520], [1.615, 1.368, -3.113], [2.719, -0.515, -3.445], [2.125, -0.851, -1.845], [4.824, 0.399, -2.513], [4.552, -1.296, -2.093], [4.054, 1.085, -0.248], [5.441, 0.011, -0.190], [4.207, -1.120, 1.381], [3.398, -1.822, -0.009], [2.450, 0.535, 1.448], [1.762, -0.949, 1.432], [-4.096, -1.501, 1.278], [-2.688, -1.577, 1.847], [-2.079, -0.530, 2.021], [-2.115, -2.901, 2.135], [-2.974, -3.987, 2.352], [-2.521, -5.254, 2.652], [-1.133, -5.460, 2.707], [-0.255, -4.439, 2.464], [-0.679, -3.100, 2.146], [0.167, -2.202, 1.877], [-4.290, -0.467, 1.005], [-4.839, -1.824, 2.011], [-4.181, -2.135, 0.394], [-4.043, -3.819, 2.299], [-3.214, -6.068, 2.829], [-0.747, -6.450, 2.936], [0.817, -4.607, 2.487], [-2.285, -1.570, -1.967], [-1.419, -1.839, -2.829], [-0.200, -1.553, -2.812], [-1.907, -2.615, -4.062], [-3.237, -3.005, -4.171], [-3.679, -3.708, -5.284], [-2.791, -4.027, -6.303], [-1.460, -3.639, -6.201], [-1.024, -2.938, -5.085], [-3.904, -2.738, -3.361], [-4.718, -4.008, -5.358], [-3.134, -4.576, -7.174], [-0.763, -3.885, -6.995], [0.005, -2.623, -4.973]], "forces_ev_per_angstrom": [[-0.1, 0.1, -0.1], [0.0, 0.0, 0.0], [-0.1, -0.1, 0.0], [0.0, 0.1, 0.0], [0.1, -0.1, 0.1], [0.0, 0.0, 0.0], [-0.2, 0.0, -0.1], [0.2, -0.1, 0.1], [-0.1, 0.1, 0.0], [0.0, -0.1, 0.0], [0.0, 0.1, 0.1], [0.0, 0.0, -0.1], [0.0, 0.0, 0.0], [0.0, 0.0, 0.0], [0.0, 0.0, 0.0], [0.0, 0.0, 0.0], [0.0, 0.0, 0.0], [0.0, 0.0, 0.0], [0.1, 0.0, 0.0], [0.0, 0.0, 0.0], [0.0, 0.0, 0.0], [0.0, 0.0, 0.0], [0.0, 0.0, 0.0], [0.0, 0.0, 0.0], [0.0, 0.0, 0.1], [0.0, 0.0, 0.0], [0.0, 0.0, 0.0], [0.0, 0.0, 0.0], [0.0, 0.0, 0.0], [0.0, 0.0, 0.0], [0.0, 0.0, -0.1], [0.0, 0.0, 0.0], [0.0, 0.0, 0.0], [0.0, 0.0, 0.0], [0.0, 0.0, 0.0], [0.1, -0.1, 0.0], [0.1, 0.0, 0.0], [0.0, 0.0, 0.0], [0.0, 0.0, 0.0], [0.0, 0.0, 0.0], [0.0, 0.0, 0.0], [0.0, 0.0, 0.0], [0.0, 0.0, 0.0], [0.0, 0.0, 0.0], [0.0, 0.0, 0.0], [0.0, 0.0, 0.0], [0.0, 0.1, 0.0], [0.0, 0.0, 0.0], [0.0, 0.0, 0.0], [0.0, 0.0, 0.0], [-0.1, 0.0, -0.1], [0.1, 0.0, 0.0], [0.0, 0.0, 0.0], [0.0, 0.0, 0.0], [0.0, 0.0, 0.0], [0.0, 0.0, 0.0], [-0.1, 0.0, 0.0], [0.0, 0.0, 0.0], [0.0, 0.0, 0.0], [0.0, 0.0, 0.0], [0.0, 0.0, 0.0], [0.0, 0.0, 0.0], [0.0, 0.0, 0.0], [0.0, 0.0, 0.0], [0.0, 0.0, 0.0], [0.1, 0.0, 0.1], [0.0, 0.0, 0.0], [-0.1, 0.0, 0.1], [0.0, 0.0, 0.0], [0.0, 0.0, 0.0], [0.0, 0.0, 0.0], [0.0, 0.0, 0.0], [0.0, 0.0, 0.0], [0.0, 0.0, 0.0], [0.0, 0.0, 0.0], [0.0, 0.0, 0.0], [0.0, 0.0, 0.0], [0.0, 0.0, 0.0], [0.0, 0.0, 0.0]], "lumo_ev": 3.49, "orbital_gap_ev": 5.8932, "charge": -2, "e_tot_ev": -82481.550, "e_above_lowest_kj_mol": 41.10}